{"formula": "C60H146N9O22", "method": "the ωB97M-V functional and the def2-TZVPD basis", "species": ["C", "C", "C", "O", "C", "C", "C", "O", "O", "O", "H", "H", "C", "O", "C", "C", "N", "H", "H", "C", "C", "O", "C", "H", "H", "H", "H", "H", "H", "H", "H", "H", "H", "H", "H", "H", "H", "C", "O", "C", "C", "N", "H", "H", "C", "C", "O", "C", "H", "H", "H", "H", "H", "H", "H", "H", "H", "H", "H", "H", "H", "H", "C", "O", "C", "C", "N", "H", "H", "C", "C", "O", "C", "H", "H", "H", "H", "H", "H", "H", "H", "H", "H", "H", "H", "H", "H", "C", "O", "C", "C", "N", "H", "H", "C", "C", "O", "C", "H", "H", "H", "H", "H", "H", "H", "H", "H", "H", "H", "H", "H", "H", "C", "O", "C", "C", "N", "H", "H", "C", "C", "O", "C", "H", "H", "H", "H", "H", "H", "H", "H", "H", "H", "H", "H", "H", "H", "C", "O", "C", "C", "N", "H", "H", "C", "C", "O", "C", "H", "H", "H", "H", "H", "H", "H", "H", "H", "H", "H", "H", "H", "H", "C", "O", "C", "C", "N", "H", "H", "C", "C", "O", "C", "H", "H", "H", "H", "H", "H", "H", "H", "H", "H", "H", "H", "H", "H", "C", "O", "C", "C", "N", "H", "H", "C", "C", "O", "C", "H", "H", "H", "H", "H", "H", "H", "H", "H", "H", "H", "H", "H", "H", "C", "O", "C", "C", "N", "H", "H", "C", "C", "O", "C", "H", "H", "H", "H", "H", "H", "H", "H", "H", "H", "H", "H", "H", "H"], "positions_angstrom": [[-0.38254, -0.10764, -0.62111], [-0.16478, 1.08248, -1.18365], [0.85720, 2.03534, -0.62439], [1.11498, 3.09243, -1.36694], [1.59593, 1.75795, 0.45290], [1.47769, 0.45874, 1.17641], [0.41761, -0.57389, 0.51449], [0.20764, -1.71642, 1.02597], [2.22688, 0.03209, 2.06395], [-0.87666, 1.20335, -2.23991], [-1.10905, -0.83963, -0.94170], [2.32180, 2.44526, 0.86171], [0.57595, -3.57403, 5.59801], [0.28057, -3.81396, 4.18059], [-0.07596, -5.17992, 3.90122], [-0.41451, -5.18657, 2.43407], [-1.33935, -4.01872, 1.80549], [-2.26234, -3.91020, 2.20097], [-0.72201, -3.24375, 2.00149], [-1.60902, -4.09362, 0.34572], [-2.86651, -4.99374, 0.06704], [-3.91496, -4.03237, 0.28452], [-5.23363, -4.51326, -0.04821], [1.20243, -2.70336, 5.79179], [1.06666, -4.43572, 6.05054], [-0.26371, -3.37560, 6.26412], [-0.94800, -5.58222, 4.41677], [0.84199, -5.72480, 4.12165], [-0.98459, -6.08567, 2.20014], [0.38902, -5.27070, 1.70240], [-0.74570, -4.60732, -0.07724], [-1.66203, -3.03404, 0.09556], [-2.91700, -5.82323, 0.77238], [-2.92365, -5.18961, -1.00370], [-5.88993, -3.65422, 0.09118], [-5.60314, -5.32944, 0.57260], [-5.41615, -4.71776, -1.10318], [5.12643, 4.66622, 2.62765], [4.50766, 4.67590, 1.33017], [5.05065, 5.53426, 0.25571], [4.09188, 5.51972, -0.90301], [2.62861, 5.56866, -0.38748], [2.07776, 4.80779, -0.75863], [2.78731, 5.28363, 0.56838], [1.81380, 6.84192, -0.29187], [0.69740, 6.61560, 0.67731], [1.16283, 5.95398, 1.84147], [0.52423, 6.31061, 3.06373], [5.34586, 5.67279, 2.98372], [6.03424, 4.06372, 2.65908], [4.43014, 4.18381, 3.31362], [6.09553, 5.27533, 0.08455], [5.18291, 6.59306, 0.47830], [4.05789, 4.49061, -1.26062], [4.13034, 6.22443, -1.73367], [1.48974, 7.11381, -1.29645], [2.57226, 7.59950, -0.09462], [-0.11824, 6.11741, 0.15326], [0.35000, 7.62966, 0.87504], [0.94395, 5.85495, 3.96057], [-0.53303, 6.10074, 3.22579], [0.48924, 7.37193, 3.30963], [0.01885, -4.58046, -4.82525], [-0.00008, -3.24300, -4.39775], [0.59396, -3.00504, -3.06377], [1.63861, -1.89255, -3.20360], [0.87338, -0.61779, -3.80805], [0.11288, -0.95094, -4.38317], [0.30220, -0.19447, -3.09065], [1.74880, 0.32318, -4.73473], [1.83972, -0.22265, -6.15599], [0.52457, -0.26070, -6.52936], [0.32208, -1.07553, -7.71063], [0.97799, -5.00702, -5.11885], [-0.43790, -4.64652, -5.81274], [-0.47911, -5.32523, -4.20441], [1.22626, -3.79903, -2.66644], [-0.29913, -2.94926, -2.44136], [2.32466, -2.14851, -4.01101], [2.14502, -1.54581, -2.30282], [2.63185, 0.31345, -4.09581], [1.29119, 1.31153, -4.69163], [2.26382, -1.22073, -6.04612], [2.43856, 0.27712, -6.91738], [0.63662, -2.11910, -7.72231], [0.82868, -0.50470, -8.48884], [-0.69682, -1.02948, -8.09510], [2.93345, -6.05000, -0.27813], [2.41423, -4.99801, 0.50565], [2.91738, -3.73443, 0.11820], [3.82260, -3.29236, 1.32619], [3.03200, -2.80803, 2.45862], [2.53632, -1.94834, 2.27064], [2.25375, -3.39377, 2.72572], [3.79799, -2.79264, 3.77871], [4.24784, -4.22497, 4.28229], [3.20130, -5.15444, 4.38039], [3.53857, -6.57379, 4.46488], [2.37854, -6.95067, -0.01553], [3.94259, -6.38398, -0.03689], [2.80476, -5.79252, -1.32944], [2.03662, -3.09541, 0.05468], [3.46223, -3.66609, -0.82337], [4.25173, -2.34933, 0.98761], [4.67422, -3.96695, 1.41439], [3.07930, -2.30659, 4.43852], [4.68908, -2.22461, 3.51150], [4.68039, -4.14458, 5.27956], [4.86272, -4.50836, 3.42806], [4.56627, -6.76210, 4.15429], [2.83827, -7.15059, 3.86074], [3.32489, -6.97933, 5.45381], [-7.28559, 3.49852, 5.25180], [-6.31475, 2.60591, 4.83264], [-6.45632, 1.35598, 5.50987], [-5.30404, 0.35095, 5.23001], [-5.16465, -0.01964, 3.78537], [-4.50830, -0.77647, 3.91392], [-5.99871, -0.32166, 3.30244], [-4.57420, 1.05669, 2.86041], [-5.51802, 1.21978, 1.67228], [-5.68323, -0.04345, 1.06306], [-4.76190, -0.23966, -0.00408], [-7.38845, 4.47621, 4.78102], [-7.10506, 3.67175, 6.31270], [-8.30462, 3.11178, 5.24094], [-7.34232, 0.78445, 5.23338], [-6.49622, 1.36665, 6.59909], [-5.45208, -0.57962, 5.77794], [-4.34124, 0.79846, 5.47670], [-3.67305, 0.57063, 2.48655], [-4.28127, 1.93434, 3.43663], [-5.10706, 1.96870, 0.99527], [-6.45362, 1.57842, 2.10138], [-4.82587, 0.49286, -0.80871], [-4.82148, -1.28212, -0.31685], [-3.70679, -0.17350, 0.26136], [2.95668, 3.67400, 7.60708], [2.30781, 2.76159, 6.76788], [2.07504, 3.22514, 5.43997], [1.55476, 2.18065, 4.41658], [0.54242, 1.31371, 5.12840], [0.88483, 1.08940, 6.05173], [-0.28095, 1.88425, 5.25740], [0.13900, -0.03712, 4.45165], [-0.90430, -0.84101, 5.31040], [-0.55091, -0.80355, 6.68852], [-1.57759, -1.18296, 7.57084], [4.01762, 3.60812, 7.36590], [2.72460, 3.09073, 8.49816], [2.49971, 4.63464, 7.84467], [3.03653, 3.50105, 5.00693], [1.44064, 4.10941, 5.37908], [2.30466, 1.59660, 3.88307], [0.90349, 2.48589, 3.59756], [1.02272, -0.66017, 4.31397], [-0.25265, 0.18507, 3.45900], [-1.13185, -1.85530, 4.98247], [-1.91602, -0.45702, 5.17970], [-1.27272, -1.04318, 8.60795], [-1.94900, -2.18636, 7.36261], [-2.44778, -0.53163, 7.48931], [-2.90973, -1.15000, -4.04345], [-3.05138, -2.56829, -4.29384], [-4.02599, -3.10140, -3.44335], [-4.04952, -4.58705, -3.81549], [-4.72307, -4.82738, -5.21014], [-4.98099, -5.79281, -5.35683], [-5.62784, -4.37853, -5.21431], [-3.75728, -4.49410, -6.42974], [-4.54120, -4.65141, -7.66134], [-5.78932, -3.98064, -7.68429], [-6.79098, -4.33089, -8.67235], [-3.89425, -0.69853, -3.92096], [-2.50480, -0.65366, -4.92537], [-2.18625, -1.13259, -3.22835], [-5.03927, -2.73842, -3.27122], [-3.51062, -3.03246, -2.48537], [-4.72917, -5.09010, -3.12766], [-3.08744, -5.03371, -4.06648], [-2.89735, -5.15639, -6.32982], [-3.31648, -3.49743, -6.40861], [-4.80109, -5.69506, -7.83844], [-3.89753, -4.32977, -8.48008], [-6.27792, -3.96299, -9.56090], [-7.66090, -3.67890, -8.59327], [-6.98603, -5.38661, -8.86077], [6.61159, 0.18860, 2.71361], [6.70674, 0.96535, 1.54508], [5.55839, 0.96940, 0.75762], [5.94686, 1.75956, -0.51265], [6.81088, 0.89507, -1.49220], [7.46922, 0.43941, -0.87651], [6.21768, 0.15893, -1.84760], [7.44693, 1.79792, -2.56669], [6.58163, 2.33438, -3.67751], [5.44897, 3.10996, -3.18384], [4.38097, 2.96400, -4.06885], [5.73856, -0.45025, 2.58025], [6.38352, 0.81002, 3.57959], [7.56707, -0.32804, 2.80433], [4.88054, 1.48895, 1.43488], [5.18297, -0.04565, 0.62794], [6.59790, 2.58982, -0.23894], [5.10256, 2.08897, -1.11824], [8.18613, 1.12771, -3.00543], [7.85662, 2.63847, -2.00657], [6.14020, 1.53712, -4.27552], [7.06554, 2.89343, -4.47838], [3.54812, 3.43839, -3.54980], [3.79899, 2.06114, -3.88382], [4.51998, 3.16384, -5.13132], [-2.15274, 2.53486, 0.89518], [-2.63520, 2.92243, -0.36250], [-2.67531, 4.33183, -0.69510], [-2.13503, 4.67809, -2.09810], [-2.43635, 3.52819, -3.13522], [-2.14372, 2.64827, -2.73493], [-3.43830, 3.45892, -3.24193], [-1.60974, 3.81763, -4.41130], [-2.05397, 5.09053, -5.17652], [-3.48712, 5.23513, -4.99822], [-3.86062, 6.60039, -5.19795], [-2.73345, 3.17475, 1.55957], [-1.12784, 2.77018, 1.18208], [-2.33787, 1.48577, 1.12591], [-2.33067, 5.01992, 0.07683], [-3.74944, 4.48385, -0.80105], [-1.05293, 4.80817, -2.08300], [-2.74862, 5.48963, -2.48927], [-1.66841, 2.98665, -5.11424], [-0.62298, 3.96675, -3.97291], [-1.69109, 4.82879, -6.17045], [-1.53015, 5.95868, -4.77647], [-4.87482, 6.64215, -4.80077], [-3.75241, 6.89294, -6.24236], [-3.42624, 7.36834, -4.55790]], "forces_ev_per_a": [[2.39, -3.70, 4.80], [-1.91, 0.05, -2.37], [0.16, 3.87, -4.55], [-0.91, -1.77, 1.59], [0.79, -3.25, 4.35], [-0.12, 0.46, -2.67], [-1.67, 0.19, -0.23], [1.00, 1.28, -0.02], [-0.27, 0.05, 0.13], [1.05, 2.13, -0.40], [-0.20, 0.25, -0.40], [0.14, 0.21, -0.22], [0.15, -0.67, 0.36], [-0.33, 0.74, 1.53], [0.27, 1.63, -0.42], [-1.61, -1.15, -2.37], [1.63, -1.66, 1.38], [-0.09, 0.07, 0.97], [-0.25, 1.21, -0.08], [0.42, -1.91, 0.10], [0.16, 3.46, 0.01], [-0.73, -0.96, 0.12], [-0.55, 1.10, 0.26], [0.25, 0.00, -0.82], [0.24, -0.09, -0.33], [-0.71, -0.24, -0.61], [0.15, 0.36, 0.69], [-0.32, -0.73, -0.31], [-0.12, -0.18, 0.28], [0.47, 0.68, 0.36], [0.21, 0.43, -0.30], [-0.34, -0.37, -0.80], [-0.07, -0.38, -0.42], [0.44, -0.96, 0.13], [-0.02, -0.01, 0.47], [0.33, -0.10, 0.00], [0.73, -0.50, -0.18], [0.16, 0.25, -0.20], [-0.07, 0.78, -1.38], [0.49, 0.94, 1.66], [-2.12, -2.04, -0.54], [0.79, 0.72, 0.70], [-0.40, -0.75, -0.77], [-0.21, -0.25, 1.07], [2.11, -0.57, -1.24], [-0.15, 1.24, 0.28], [-0.41, -0.06, 0.21], [-0.83, 0.82, 1.26], [-0.03, 0.01, -0.04], [0.21, 0.09, -0.33], [-0.21, 0.17, -0.17], [-0.19, -0.60, -0.81], [-0.35, 0.18, 1.24], [0.44, 0.08, -0.72], [0.82, 0.03, 0.33], [-0.44, -0.24, 0.04], [-0.38, 0.24, 0.85], [-0.13, -0.53, 0.28], [-0.32, 0.05, 0.45], [0.88, -0.31, -0.59], [-0.44, -0.75, -1.15], [0.77, 0.38, -0.58], [0.03, -1.12, -1.54], [1.37, 0.25, 1.57], [0.12, -0.60, -1.47], [-2.42, 2.14, -1.52], [1.05, -1.31, -0.99], [-0.11, -0.74, -1.02], [0.22, 1.35, 0.82], [-0.13, -0.03, 2.05], [0.30, -0.76, 1.32], [-2.07, -1.53, -0.63], [-0.08, 1.53, -1.37], [0.72, 0.38, 0.75], [-0.62, 0.48, 0.10], [-0.15, 0.33, 0.53], [-0.34, -0.81, -0.34], [0.45, 0.90, 0.61], [0.11, -0.28, 0.30], [-0.17, -0.21, 0.01], [0.53, 0.40, -0.81], [-0.10, -0.11, 0.02], [0.12, -0.48, -0.33], [0.40, 0.64, 0.51], [0.34, 0.12, 0.74], [0.50, -0.51, -0.35], [-0.30, 0.07, 0.88], [-0.32, -1.34, 0.05], [0.02, 0.24, -0.53], [-0.05, 0.05, 2.49], [-0.38, 1.97, -3.41], [0.12, -2.68, 1.99], [0.22, 1.41, -0.40], [-0.57, -1.19, -0.36], [-0.45, -0.44, 0.00], [-0.90, 0.44, -1.11], [-1.16, -0.06, -0.44], [-0.27, 0.21, 0.12], [-0.43, 0.12, -0.32], [0.46, 0.76, -0.08], [0.21, -0.36, -0.11], [0.07, 0.46, -0.01], [0.18, -0.53, 0.02], [0.57, 0.11, -0.12], [-0.58, -0.27, 1.02], [0.56, 0.23, 0.33], [0.02, 0.20, 0.85], [0.86, 0.37, -0.39], [1.03, -0.55, 0.73], [-0.07, -0.01, 0.09], [0.13, 0.35, -0.60], [0.54, 0.48, 0.35], [-1.97, 1.11, 2.25], [1.21, -2.23, -0.72], [0.68, -1.18, -0.41], [-0.83, 1.87, -0.02], [0.89, 1.10, 0.28], [-0.06, -0.55, -1.07], [-0.62, -0.67, 0.24], [0.77, -1.16, -0.07], [0.23, 0.40, 1.02], [0.36, 0.36, -0.41], [0.64, -0.58, 0.04], [0.99, -0.32, -0.61], [-0.03, 0.43, 0.19], [-0.05, -0.54, -0.39], [-0.62, 0.46, -0.32], [-0.02, 0.85, 0.22], [-0.16, 0.19, 0.13], [0.06, -0.10, 0.21], [0.21, 0.18, -0.03], [-0.56, 0.02, -0.09], [-0.13, 0.05, -0.10], [-0.35, -0.04, -0.47], [-0.75, -0.12, -0.14], [-0.60, 0.19, -0.34], [0.31, 0.25, 0.83], [0.26, -1.42, 2.05], [-2.44, -0.78, -3.48], [0.90, 0.31, -0.82], [-0.98, -0.77, 0.44], [0.10, -2.25, -0.59], [0.20, -0.10, 0.83], [-0.40, 0.08, 0.25], [-0.46, -0.25, 0.97], [-0.44, 0.92, 0.73], [0.83, 0.48, -1.28], [-1.05, 0.16, 0.40], [0.04, 0.81, 0.28], [1.06, 0.55, 0.83], [0.03, 0.26, -1.03], [0.20, 0.43, -0.01], [-0.18, 0.09, 0.46], [0.14, -0.42, 0.74], [0.51, 1.32, -0.12], [0.21, 0.50, 0.14], [-0.02, 0.06, 0.09], [1.11, -0.36, -0.43], [-0.27, 1.07, 0.13], [0.46, -0.42, -0.23], [0.27, -0.29, 0.21], [-0.16, 0.34, -0.36], [0.36, -1.03, -0.75], [-1.28, 1.90, -1.24], [2.13, -2.36, 0.42], [-1.67, -0.20, -1.73], [1.76, 1.16, 0.26], [0.21, -0.73, 0.24], [-0.28, 0.89, -0.80], [-0.91, 0.80, 1.39], [-1.76, -1.35, -2.41], [-0.03, 0.47, 2.48], [1.93, 1.00, -1.73], [0.14, 0.11, 0.70], [0.30, -0.29, -0.07], [-0.38, 0.96, 0.43], [-0.07, 0.80, -0.94], [-0.54, -0.36, 0.95], [0.64, -0.51, 0.16], [0.19, 0.09, 1.24], [-0.38, -0.45, -0.18], [-0.67, 0.14, 0.86], [0.47, -0.48, -0.08], [0.09, 0.00, -0.32], [-0.51, -0.25, -0.73], [0.06, -0.42, 0.72], [-0.11, -0.09, 0.78], [-0.22, 0.11, -0.06], [1.60, -0.14, -0.82], [0.63, 1.27, 0.62], [-0.44, -1.07, -0.19], [-1.71, 1.93, 0.92], [1.02, -0.05, -0.08], [-0.12, -0.17, -0.56], [0.63, -0.39, 0.10], [-2.18, -0.35, -0.23], [1.62, -0.74, -0.34], [-2.30, -0.05, 1.48], [0.19, -0.71, 0.25], [0.30, 0.12, 0.13], [-0.33, -0.20, 0.42], [-1.17, 0.38, -0.99], [-0.15, -0.24, -0.57], [-0.24, -0.03, 0.06], [0.09, 0.13, 0.25], [0.46, 0.58, -0.05], [0.45, -0.31, -0.03], [0.02, -0.68, 0.23], [0.94, 0.30, 0.64], [0.06, 1.93, -0.73], [1.08, -1.63, -0.70], [0.13, 0.32, 0.26], [-0.74, 1.53, 1.19], [1.22, -0.15, -1.31], [-1.65, -0.95, -0.66], [-0.44, -1.78, -0.15], [1.09, 1.80, 0.55], [0.84, -0.76, 0.40], [-0.42, 0.41, -0.71], [-0.93, 0.36, 0.78], [-0.74, -1.11, 1.42], [2.38, 0.22, -0.09], [-1.49, 0.24, 0.27], [-0.17, -0.34, 0.93], [0.52, -0.01, -0.79], [-0.11, 0.08, -0.58], [0.38, -0.22, 0.00], [-0.19, 0.43, 0.34], [-0.15, 0.13, -0.34], [0.64, 0.40, 0.10], [0.00, -0.31, 0.59], [0.20, -0.38, -0.53], [-0.51, 0.80, -0.50], [-0.08, 0.16, -0.19], [-0.39, -0.05, -0.90], [-0.29, -0.01, 0.08], [1.17, -0.38, 0.15]], "mulliken_charge": [0.2631, 0.8975, -0.1229, -1.1670, -0.9768, 0.8861, -0.5827, 0.1520, -1.1907, -1.2946, -0.0441, 0.5715, -0.9948, -0.0475, -0.3251, -0.4981, 0.4953, 0.5205, -0.0052, -0.2187, -0.6510, -0.2267, -0.6838, 0.3533, 0.3734, 0.2571, 0.5795, -0.0972, 0.6279, 0.0575, 0.1756, -0.0814, 0.5568, 0.2758, 0.2467, 0.4115, 0.0843, -0.3878, -0.0223, -0.9700, -0.3941, 0.6285, -0.0878, 0.4754, -0.9458, 0.0188, -0.2770, -0.8179, 0.3912, 0.3001, -0.3130, 0.5960, 0.5421, -0.0356, 0.5426, 0.4128, 0.4366, -0.2006, 0.6383, 0.0998, 0.3381, 0.4097, -0.9730, -0.1530, -0.3604, -0.8368, 1.4842, 0.2389, -1.2474, -0.6295, -0.6522, -0.2200, -0.9564, 0.3928, 0.1890, 0.3622, 0.5443, 0.0234, 0.5837, 0.3434, 0.2952, 0.2970, 0.3049, 0.5534, 0.3463, 0.4215, 0.2868, -0.8688, -0.2969, 0.0720, -0.2696, 2.7715, -0.9530, -0.5176, -0.2230, -0.9153, -0.1626, -0.9076, 0.2656, 0.2849, 0.2984, -0.6741, 0.8474, -0.4652, 0.6633, 0.2768, 0.0798, 0.4333, 0.4908, 0.4386, 0.2545, 0.2928, -0.8394, -0.2367, -0.8632, -0.6969, 0.0919, 0.3219, 0.4337, 0.1660, -0.8867, -0.4639, -0.0444, 0.2879, 0.3490, 0.3540, 0.4498, 0.5410, 0.4723, 0.2621, -0.2234, 0.4111, 0.1703, 0.6567, 0.3479, 0.1206, -0.1858, -0.7893, -0.3975, -0.0462, 0.2369, -0.2107, 0.7391, 0.4827, 0.6392, -0.0030, -0.3697, -0.7120, 0.3183, 0.3056, 0.3339, -0.1045, 0.3430, -0.1571, -0.0099, -0.6942, -0.2091, 0.4418, -0.0874, 0.3128, 0.2958, 0.2455, -1.0817, -0.1803, 0.1499, -0.9748, -0.2069, 0.4395, 0.4783, -0.2188, -0.8419, -0.3242, -0.7796, 0.5168, 0.3508, 0.2415, 0.5535, -0.0466, 0.4717, 0.0589, 0.2924, 0.2270, 0.4405, 0.4405, 0.3454, 0.2689, 0.3425, -0.1069, -0.4744, 0.4993, -0.9522, -0.0083, 0.4427, 0.3664, -0.5289, -0.6775, -0.1669, -0.7881, -0.3338, 0.2814, 0.3430, 0.1930, -0.3416, 0.4456, 0.2790, 0.4610, 0.2824, 0.4473, 0.4521, 0.3649, 0.2641, 0.4902, -0.3216, 0.0460, -1.0431, -0.9187, 0.4189, -0.2311, 0.5224, -0.2891, -0.7799, -0.3653, -0.8413, 0.8262, 0.1790, -0.6268, 0.4490, 0.4738, 0.5707, 0.4967, 0.5611, 0.1375, 0.4739, 0.3532, 0.2961, 0.3376, 0.3689], "de_lowest_kcal_mol": 168.0, "fmax_ha_per_bohr": 0.1267, "gap_ev": 7.05, "e_tot_ha": -4518.3746, "charge": 7}